Computed, not measured: 2 unconnected molecules or ions with the total composition C5H14N2O2, with ωB97M-V with the def2-TZVPD basis set.

XYZ file:
```
23
Properties=species:S:1:pos:R:3:lowdin_charge:R:1
H -2.78 0.50 2.73 0.084
C 1.58 -1.72 0.45 -0.149
H 1.34 -2.70 0.04 0.071
H -0.02 0.93 -1.99 0.103
H 0.74 -1.42 1.08 0.055
O -1.39 1.29 -0.13 -0.062
H -3.46 1.53 1.45 0.086
H 0.08 2.53 -0.63 0.139
H 0.63 0.80 -0.39 0.101
O 0.29 0.05 -2.74 -0.179
N -0.43 1.13 2.03 0.166
C -1.39 1.07 1.23 -0.490
C 0.54 -0.98 -1.94 -0.291
C 1.81 -0.70 -0.66 -0.227
H 0.49 1.29 1.62 0.045
N -0.14 1.54 -0.74 0.046
H 2.69 -0.98 -1.25 0.081
H -0.32 -1.26 -1.31 0.091
H 0.98 -1.85 -2.44 0.104
H -3.12 -0.16 1.11 0.088
H 2.19 0.24 -0.25 0.079
C -2.78 0.71 1.66 -0.010
H 2.46 -1.84 1.08 0.068
```

The HOMO-LUMO gap is 9.4 eV. The value obtained for the LUMO energy is 0.7 eV. The calculation puts the HOMO energy at -8.69 eV. The energy relative to the best compared isomer or geometry (same formula, charge and spin) comes out at 116.2 kcal/mol. As for the total charge: 0.